(1)
DFT (ωB97M-V with the def2-TZVPD basis set) results for 4 unconnected molecules or ions with the total composition C42H85N3O4 at a distorted geometry.

The geometry in XYZ format:
```
134
Properties=species:S:1:pos:R:3:forces:R:3
C 0.062 -0.499 3.331 -0.048 -0.324 0.388
C -0.478 -1.551 2.337 0.755 0.534 -0.141
C 0.530 -1.820 1.174 -1.172 0.752 0.175
C -0.231 -1.959 -0.168 0.500 -1.083 0.368
C 0.653 -2.650 -1.258 0.041 1.115 0.434
C 1.110 -1.662 -2.371 -0.677 -0.303 -0.122
C 0.987 -2.214 -3.815 0.181 -0.574 0.235
C 2.247 -2.033 -4.693 -0.103 0.078 0.464
C 2.932 -0.643 -4.609 0.439 -0.118 -0.785
C 2.963 0.170 -5.935 -0.346 0.539 0.638
C 1.669 0.112 -6.770 0.953 0.005 -0.133
C 0.396 0.432 -5.985 -0.627 -0.113 -0.301
C 0.053 1.936 -5.958 1.097 -0.816 -0.408
O -0.573 2.275 -4.710 -0.638 0.124 0.236
C -1.841 1.858 -4.613 -1.639 -0.555 -1.123
O -2.481 1.358 -5.519 1.030 0.574 0.685
O -2.433 2.057 -3.406 0.737 -0.086 -0.116
C -1.974 1.115 -2.418 0.836 0.561 0.419
C -3.106 0.604 -1.550 -0.466 -1.185 -1.231
C -4.037 -0.341 -2.381 0.105 -0.103 0.854
O -3.828 1.652 -0.957 0.073 -0.082 -0.055
C -4.844 1.166 -0.075 0.950 0.391 0.747
C -4.975 2.178 1.045 -0.152 -0.391 -0.851
C -5.107 3.523 0.785 -0.081 0.250 -0.900
C -5.189 4.413 1.819 -0.120 1.667 -0.133
C -5.130 4.028 3.133 -0.026 -0.080 0.530
C -5.018 2.681 3.393 -0.069 0.286 1.095
C -4.938 1.789 2.358 0.079 -1.496 0.537
H 0.713 0.228 2.834 -0.119 -0.103 0.070
H -0.725 0.067 3.847 0.004 -0.189 -0.194
H 0.635 -0.995 4.125 0.120 0.219 -0.218
H -0.652 -2.495 2.864 -0.391 0.209 -0.123
H -1.407 -1.165 1.899 0.017 -0.291 0.126
H 1.181 -0.937 1.135 0.269 -0.430 -0.166
H 1.104 -2.727 1.382 0.090 0.216 -0.109
H -0.616 -0.987 -0.497 0.142 -0.122 0.056
H -1.104 -2.589 0.060 0.069 0.117 -0.250
H 1.561 -2.951 -0.723 -0.204 -0.476 -0.291
H 0.142 -3.533 -1.653 0.160 0.151 -0.085
H 2.132 -1.338 -2.149 -0.156 0.019 -0.136
H 0.452 -0.784 -2.295 0.415 0.031 -0.021
H 0.814 -3.298 -3.739 0.021 0.202 -0.084
H 0.073 -1.826 -4.282 0.289 0.051 -0.020
H 2.971 -2.786 -4.354 -0.124 0.153 -0.029
H 2.014 -2.315 -5.728 0.027 0.183 0.168
H 3.981 -0.827 -4.344 -0.196 0.232 0.106
H 2.535 0.008 -3.825 -0.198 -0.351 -0.023
H 3.103 1.225 -5.647 0.214 -0.210 -0.092
H 3.848 -0.106 -6.520 -0.321 -0.041 -0.124
H 1.648 -0.871 -7.258 -0.434 0.171 0.135
H 1.786 0.838 -7.591 -0.150 -0.171 0.078
H -0.430 -0.124 -6.445 -0.001 0.187 0.195
H 0.436 0.103 -4.939 0.268 0.023 -0.261
H 1.001 2.483 -6.006 -0.315 0.202 0.360
H -0.536 2.218 -6.833 -0.246 0.076 0.365
H -1.187 1.587 -1.810 -0.296 0.093 -0.051
H -1.481 0.279 -2.937 -0.330 -0.059 0.268
H -2.635 -0.051 -0.791 0.013 0.433 0.061
H -4.966 0.170 -2.642 0.262 -0.024 -0.316
H -3.532 -0.761 -3.254 -0.164 0.277 -0.023
H -4.302 -1.193 -1.739 -0.118 0.137 -0.210
H -4.455 0.245 0.386 -0.473 -0.089 -0.172
H -5.793 0.992 -0.594 0.167 -0.047 -0.009
H -5.132 3.904 -0.232 0.008 -0.201 0.053
H -5.307 5.472 1.598 0.069 -0.133 -0.054
H -5.169 4.753 3.939 -0.051 -0.051 -0.092
H -4.997 2.329 4.421 0.026 -0.024 -0.195
H -4.844 0.737 2.628 0.012 0.058 -0.262
C -0.073 -2.685 6.696 -0.029 -0.015 0.056
C 1.418 -2.940 6.870 -0.225 -0.093 0.043
N 2.131 -1.825 7.465 0.224 0.200 -0.088
C 3.577 -1.972 7.403 0.152 -0.011 -0.166
C 4.222 -3.119 8.190 0.148 0.036 0.055
C 1.604 -1.342 8.729 -0.291 0.034 0.149
C 1.527 -2.335 9.896 0.022 0.115 0.162
H -0.251 -1.792 6.094 0.008 0.035 0.066
H -0.534 -3.532 6.186 0.021 0.002 -0.002
H -0.588 -2.567 7.651 -0.003 0.014 -0.022
H 1.837 -3.126 5.877 0.175 0.049 0.076
H 1.550 -3.870 7.445 -0.027 -0.057 -0.049
H 4.040 -1.030 7.711 -0.124 0.027 0.072
H 3.852 -2.090 6.349 -0.133 -0.038 -0.021
H 4.265 -2.905 9.257 -0.067 -0.059 0.014
H 5.252 -3.258 7.855 -0.021 0.011 -0.022
H 3.704 -4.068 8.045 -0.029 0.024 0.001
H 0.600 -0.948 8.550 0.004 -0.094 -0.083
H 2.179 -0.468 9.048 0.164 -0.071 -0.143
H 1.161 -3.316 9.590 0.006 0.020 -0.043
H 0.839 -1.955 10.655 -0.005 -0.011 -0.016
H 2.493 -2.461 10.382 0.000 -0.116 -0.033
C 5.933 2.890 -12.060 -0.028 0.047 0.012
C 5.482 1.436 -12.058 -0.069 0.178 -0.098
N 5.198 0.914 -10.734 0.077 -0.212 0.176
C 5.010 -0.528 -10.716 0.133 -0.182 -0.050
C 3.807 -1.109 -11.469 -0.065 -0.137 0.078
C 4.246 1.676 -9.943 -0.043 0.335 0.058
C 2.837 1.881 -10.514 -0.125 0.000 0.172
H 6.815 3.028 -11.432 -0.047 -0.017 0.048
H 6.192 3.193 -13.076 -0.004 -0.026 0.005
H 5.150 3.565 -11.712 0.021 -0.001 0.005
H 6.291 0.843 -12.494 -0.083 -0.155 0.091
H 4.620 1.337 -12.736 0.029 0.014 -0.066
H 4.970 -0.865 -9.676 -0.043 0.135 0.034
H 5.916 -0.984 -11.126 0.024 0.121 -0.058
H 2.875 -0.956 -10.925 -0.021 0.062 -0.060
H 3.932 -2.188 -11.580 0.026 0.017 0.000
H 3.699 -0.691 -12.470 0.010 0.030 0.020
H 4.678 2.661 -9.746 0.056 -0.022 -0.103
H 4.164 1.219 -8.952 0.066 -0.173 -0.088
H 2.846 2.128 -11.577 0.046 -0.017 0.004
H 2.348 2.708 -9.993 0.022 0.005 -0.009
H 2.210 1.002 -10.368 -0.007 -0.011 -0.122
C -1.977 -0.531 9.905 -0.022 -0.002 0.052
C -2.132 0.355 8.678 0.051 0.050 0.207
N -3.398 0.184 7.991 -0.115 -0.091 -0.253
C -3.436 0.842 6.694 0.151 -0.014 -0.200
C -3.344 2.372 6.656 -0.031 0.076 -0.126
C -4.590 0.342 8.807 -0.083 -0.100 0.292
C -4.796 1.682 9.525 -0.176 0.024 0.015
H -2.094 -1.586 9.647 -0.060 0.020 -0.011
H -0.981 -0.398 10.331 -0.009 0.023 -0.022
H -2.696 -0.283 10.688 -0.002 -0.021 -0.014
H -1.326 0.097 7.984 -0.121 0.090 -0.154
H -1.962 1.401 8.978 0.078 -0.005 0.022
H -4.342 0.530 6.168 -0.083 -0.050 0.116
H -2.611 0.440 6.096 0.059 -0.036 0.117
H -4.282 2.842 6.950 0.020 0.034 0.090
H -3.133 2.699 5.636 0.052 -0.021 0.046
H -2.546 2.758 7.292 -0.019 -0.034 0.027
H -4.594 -0.450 9.560 0.119 0.009 -0.014
H -5.470 0.130 8.193 0.117 0.044 -0.162
H -3.878 2.059 9.978 0.016 -0.027 -0.024
H -5.527 1.559 10.327 0.020 -0.017 -0.003
H -5.190 2.445 8.856 0.102 0.056 0.007
```
Positions in Å, forces in eV/Å.

Summary:
SMILES string	CCCCCCCCCCCCCOC(=O)OC[C@H](C)OCc1ccccc1.CCN(CC)CC.CCN(CC)CC.CCN(CC)CC
2S+1	1
HOMO-LUMO gap	8.934	eV
highest occupied orbital energy	-0.3004	Ha
maximum force	2.062	eV/Å
LUMO energy	0.8	eV

---

(2)
DFT (ωB97M-V with the def2-TZVPD basis set) results for a gas-phase ion, C2H2ClO3 (charge -1) at a distorted geometry.

The geometry in XYZ format:
```
8
Properties=species:S:1:pos:R:3:forces:R:3
C -1.099 1.453 0.178 -1.176 -0.319 -0.926
C 0.428 0.491 -0.225 -0.888 -3.772 -0.154
O -1.540 1.052 1.227 0.537 0.231 0.212
O -1.343 2.210 -0.743 0.766 -0.209 0.450
O 0.279 -0.791 0.388 -0.409 1.771 -0.267
Cl 2.004 1.233 0.400 1.851 1.401 1.033
H 0.564 0.210 -1.268 -0.796 0.940 -0.325
H 0.311 -0.635 1.343 0.116 -0.043 -0.023
```
Positions in Å, forces in eV/Å.

Summary:
relative energy (zero: lowest compared OMol25 entry of this formula, charge and spin)	0.0	kcal/mol
2S+1	3
charge	-1
HOMO-LUMO gap (alpha / beta)	3.332 / 7.737	eV
highest occupied orbital energy (alpha / beta)	0.0130 / -0.2405	Ha
maximum force	3.878	eV/Å
LUMO energy (alpha / beta)	3.7 / 1.2	eV

---

(3)
DFT (ωB97M-V with the def2-TZVPD basis set) results for 14 unconnected molecules or ions with the total composition H29O14 at a distorted geometry.

The geometry in XYZ format:
```
43
Properties=species:S:1:pos:R:3:forces:R:3
O 0.790 1.217 -0.680 0.626 -1.692 0.931
H -0.204 -0.008 3.760 -1.525 2.253 2.022
O -1.116 -3.753 -2.255 0.734 1.061 -0.154
H -0.340 -1.838 -1.791 0.490 -0.760 0.010
H -0.546 -3.837 -3.038 -0.445 -0.333 0.260
O 2.509 2.085 2.770 -2.203 -0.030 -1.774
H 2.905 -1.071 -0.829 0.568 -1.630 0.339
H 3.388 2.126 2.420 0.884 0.009 1.224
O -0.373 -0.917 -1.534 -2.269 0.373 -0.703
H -3.103 2.354 1.321 0.156 -0.330 0.116
H -1.366 -0.791 -1.680 2.082 0.287 0.670
O 0.499 1.861 -4.244 0.847 -0.367 -0.978
H 1.083 1.686 -5.015 -0.204 0.917 0.494
H 0.183 0.963 -4.173 -0.599 -0.523 0.627
O 1.018 0.196 1.740 -2.678 -0.092 1.738
H -2.551 2.934 -1.330 -0.330 0.192 -0.143
H 4.300 -1.196 -1.790 -1.748 0.136 1.222
O 1.702 -2.694 0.161 0.646 0.287 -0.276
H 1.018 -3.114 -0.382 -0.104 0.408 0.818
H -1.657 -4.532 -2.194 -0.196 -0.620 -0.129
O -0.681 0.810 4.201 1.666 -2.191 -2.122
H -1.131 0.409 4.945 -0.266 -0.101 0.396
H -3.533 1.813 -1.732 -0.263 -0.512 -0.220
O -2.283 1.827 1.188 -0.722 0.186 -0.280
H 0.231 1.003 0.120 0.968 0.042 -0.560
H 1.035 0.223 -0.984 -0.570 2.773 0.446
O 2.332 3.008 -0.928 0.625 0.206 1.602
H -2.862 -2.065 -1.049 -1.061 -0.925 0.241
H 2.213 2.124 3.669 1.391 0.397 0.989
O 3.514 -0.690 -1.451 1.059 1.319 -1.430
H 0.180 -0.044 2.243 1.300 -0.255 -1.637
H 1.649 1.998 -0.357 -1.034 -0.883 -2.101
O -1.741 -2.779 2.481 0.298 0.384 -1.998
H -1.679 2.088 1.915 0.102 0.159 0.001
H -1.568 -3.018 1.529 -0.299 0.452 1.409
O -2.799 -1.577 -0.234 1.274 1.501 0.457
H -1.622 -3.601 2.940 0.051 -0.665 0.531
H -3.437 -1.674 0.478 -0.447 -0.767 -0.675
O -3.492 2.650 -1.244 0.999 0.298 0.755
H 2.082 3.332 -1.796 -0.120 0.030 -0.300
H 1.295 0.939 2.329 1.057 -0.178 -0.771
H 2.770 3.703 -0.400 -0.209 -0.296 -0.543
H 1.389 -2.149 0.900 -0.532 -0.524 -0.504
```
Positions in Å, forces in eV/Å.

Summary:
relative energy (zero: lowest compared OMol25 entry of this formula, charge and spin)	51.0	kcal/mol
2S+1	2
charge	+2
HOMO-LUMO gap (alpha / beta)	9.432 / 2.119	eV
highest occupied orbital energy (alpha / beta)	-0.5825 / -0.5825	Ha
maximum force	3.475	eV/Å
LUMO energy (alpha / beta)	-6.4 / -13.7	eV

---

Total energy values (in a.u.) by entry order: -2116.43769, -763.22443, -1069.93893.